Entry from the Open Molecules 2025 dataset: C28H35AsN2O5SV as an isolated structure (ωB97M-V/def2-TZVPD).

Structure (ORCA input):
```
! RIJCOSX wB97M-V def2-TZVPD def2/J DEFGRID3
* xyz 3 1
V -0.468 0.325 -0.139
N -1.895 -0.497 1.260
C -1.323 -0.725 2.600
C 0.174 -0.592 2.486
O 0.950 -0.548 3.380
N 0.598 -0.493 1.107
C 2.033 -0.578 0.870
C 2.325 0.476 -0.172
O 3.274 1.098 -0.446
O 1.077 0.687 -0.858
H -2.704 0.118 1.312
H -2.222 -1.369 0.848
H -1.558 -1.719 2.981
H -1.697 0.002 3.320
H 2.296 -1.561 0.471
H 2.605 -0.405 1.781
O -1.079 -0.747 -1.364
As -1.871 -1.365 -2.918
C -3.480 -2.107 -2.283
C -3.723 -3.466 -2.485
C -4.924 -4.008 -2.051
C -5.865 -3.201 -1.429
C -5.623 -1.841 -1.239
C -4.432 -1.286 -1.669
C -2.029 0.214 -3.927
C -0.890 0.998 -4.136
C -0.989 2.113 -4.949
C -2.205 2.429 -5.551
C -3.327 1.640 -5.345
C -3.248 0.521 -4.529
C -0.618 -2.598 -3.575
C -0.244 -3.707 -2.808
C 0.637 -4.625 -3.345
C 1.131 -4.443 -4.636
C 0.754 -3.343 -5.393
C -0.123 -2.408 -4.866
H -2.999 -4.094 -2.988
H -5.128 -5.058 -2.212
H -6.804 -3.626 -1.099
H -6.377 -1.219 -0.776
H -4.262 -0.219 -1.562
H 0.064 0.732 -3.692
H -0.116 2.724 -5.133
H -2.272 3.295 -6.197
H -4.263 1.886 -5.829
H -4.121 -0.103 -4.382
H -0.637 -3.854 -1.808
H 0.937 -5.490 -2.769
H 1.813 -5.172 -5.053
H 1.139 -3.214 -6.395
H -0.421 -1.553 -5.460
C -3.469 5.699 0.205
C -2.125 4.977 0.153
C -1.886 4.258 1.472
S -0.548 3.075 1.611
O -0.908 1.989 0.489
C 0.942 3.894 1.013
C 1.060 4.223 -0.473
C 2.467 4.745 -0.756
H -3.648 6.230 -0.728
H -3.494 6.432 1.011
H -4.291 4.998 0.357
H -1.326 5.699 -0.018
H -2.105 4.262 -0.673
H -2.757 3.684 1.802
H -1.657 4.949 2.294
H 1.755 3.249 1.358
H 0.973 4.789 1.647
H 0.317 4.967 -0.754
H 0.865 3.327 -1.063
H 2.694 5.623 -0.151
H 2.555 5.035 -1.801
H 3.221 3.984 -0.555
*
```

Values from the calculation:
* LUMO: -11.182 eV
* Kohn-Sham gap: 6.1 eV
* calculated total energy: -5150.70641 hartree
* energy above the lowest of the compared OMol25 structures with the same formula, charge and spin: 3.14 kcal per mole

Mulliken atomic charge list, values in e, 5 entries: 0.53, -0.48, -0.52, 0.48, -0.49